{
  "formula": "C21H34Br6O11S",
  "method": "ωB97M-V/def2-TZVPD",
  "relative_energy_ev": 1.267,
  "lumo_energy_ha": -0.020,
  "species": ["O", "C", "O", "C", "C", "C", "H", "H", "H", "H", "H", "H", "O", "C", "O", "C", "C", "C", "H", "H", "H", "H", "H", "H", "O", "C", "O", "C", "C", "C", "H", "H", "H", "H", "H", "H", "O", "C", "O", "C", "C", "C", "H", "H", "H", "H", "H", "H", "O", "S", "O", "O", "C", "C", "C", "H", "H", "H", "H", "H", "H", "H", "H", "C", "Br", "Br", "Br", "H", "C", "Br", "Br", "Br", "H"],
  "positions_angstrom": [[5.863, -5.889, -21.174], [6.865, -5.381, -21.678], [7.510, -6.021, -22.555], [8.728, -5.345, -22.905], [9.013, -4.337, -21.813], [7.592, -4.087, -21.345], [8.725, -4.834, -23.868], [9.544, -6.064, -22.977], [9.479, -3.416, -22.164], [9.704, -4.679, -21.043], [7.155, -3.315, -21.979], [7.614, -3.880, -20.275], [-0.011, -11.447, -9.021], [1.167, -11.770, -9.258], [2.088, -10.893, -9.740], [3.272, -11.539, -10.224], [2.915, -13.025, -10.364], [1.766, -13.171, -9.381], [4.081, -11.427, -9.501], [3.634, -11.107, -11.157], [3.846, -13.543, -10.136], [2.537, -13.259, -11.360], [2.159, -13.512, -8.423], [0.953, -13.833, -9.680], [11.573, -9.739, -27.750], [11.929, -10.669, -27.012], [12.977, -10.560, -26.170], [13.019, -11.623, -25.131], [11.691, -12.383, -25.454], [11.417, -12.107, -26.876], [13.122, -11.178, -24.142], [13.873, -12.231, -25.430], [10.844, -12.143, -24.812], [11.869, -13.426, -25.191], [10.389, -12.251, -27.209], [12.089, -12.760, -27.432], [9.449, -11.120, -13.189], [9.614, -11.429, -14.340], [9.068, -10.797, -15.403], [9.320, -11.398, -16.643], [9.928, -12.696, -16.203], [10.550, -12.562, -14.860], [10.002, -10.720, -17.155], [8.405, -11.371, -17.234], [10.621, -12.969, -16.999], [9.106, -13.367, -15.953], [11.603, -12.284, -14.895], [10.547, -13.362, -14.120], [-3.177, -5.681, -19.900], [-3.741, -6.052, -21.199], [-4.623, -7.165, -21.456], [-4.377, -4.762, -21.934], [-3.789, -3.478, -21.748], [-4.398, -2.750, -20.503], [-2.317, -6.301, -22.371], [-4.165, -2.815, -22.527], [-2.700, -3.469, -21.699], [-3.992, -3.183, -19.589], [-5.486, -2.820, -20.539], [-4.002, -1.737, -20.576], [-1.647, -5.445, -22.446], [-2.811, -6.585, -23.300], [-1.716, -7.122, -21.979], [-3.605, -13.687, -16.354], [-3.554, -15.313, -15.216], [-2.384, -12.393, -15.579], [-5.409, -12.796, -16.421], [-3.354, -13.922, -17.389], [3.259, -13.229, -20.532], [1.541, -13.631, -21.461], [4.845, -13.976, -21.453], [3.100, -14.071, -18.718], [3.274, -12.143, -20.442]]
}